Formula: C52H82O35
Source: OMol25
Level of theory: wB97M-V/def2-TZVPD

Calculated values
Net charge: 0
Kohn-Sham gap (eV): 9.5
LUMO (eV): 0.188

CARTESIAN COORDINATES (ANGSTROEM)
C  17.06031  20.09149  16.40750
C  15.68893  20.67153  16.74143
C  14.71422  19.68651  15.96858
O  15.52537  18.72681  15.32356
C  16.83545  19.19264  15.25540
H  17.45680  19.58328  17.30673
H  17.75698  20.94216  16.16008
H  15.51518  21.68330  16.43762
H  15.57801  20.56693  17.78905
H  14.04262  20.14825  15.24740
H  14.05464  19.18918  16.68612
H  16.87863  19.77650  14.31373
H  17.44313  18.30188  15.22926
C  16.94473  9.90169  22.36752
C  16.29114  10.03169  21.02032
C  16.15078  11.57716  20.73279
O  16.66053  12.18758  21.89642
C  17.55375  11.27456  22.52059
H  17.70991  9.19460  22.41686
H  16.16640  9.73839  23.11508
H  15.34326  9.52409  21.06745
H  16.92825  9.52088  20.34556
H  15.12509  11.94590  20.45741
H  16.72044  11.82816  19.79165
H  17.61764  11.58293  23.54698
H  18.56551  11.36590  21.99908
C  12.06828  12.56221  19.94367
C  11.28003  11.99358  21.11033
C  10.49994  10.74218  20.77542
O  11.56165  9.74335  20.87200
C  12.42069  10.25161  21.79312
O  13.31269  9.58432  22.21128
O  12.14196  11.53269  22.10749
H  12.64550  11.75975  19.48544
H  12.82306  13.31215  20.25025
H  11.41614  12.89413  19.18298
H  10.63535  12.74992  21.55874
H  9.89466  10.81772  19.90024
H  9.90447  10.54587  21.68609
C  14.40090  14.52716  23.76608
C  14.95014  15.62712  22.88177
C  16.37689  16.11127  23.14092
O  16.87784  16.44308  21.82968
C  16.25630  15.59332  21.01080
O  16.62688  15.23571  19.92609
O  15.15860  15.05960  21.54697
H  14.58190  14.80591  24.79787
H  14.98370  13.62660  23.40099
H  13.32595  14.33025  23.72084
H  14.18420  16.39410  22.78013
H  17.06236  15.33057  23.43519
H  16.52431  17.02101  23.73149
C  20.43454  10.31950  12.25847
C  19.35224  9.43405  12.88469
C  19.71748  7.96753  13.25546
O  19.65714  7.96642  14.68759
C  19.14227  9.13056  15.15582
O  18.95051  9.37743  16.28131
O  18.83806  9.97249  14.14753
H  21.30497  10.21804  12.88129
H  20.15250  11.36038  12.19966
H  20.56657  9.96365  11.22467
H  18.47238  9.39683  12.22548
H  20.70297  7.62350  13.00939
H  19.01302  7.22496  12.86810
C  17.96398  12.89767  15.87452
C  17.19134  13.56556  17.01008
C  16.62239  14.94829  16.62891
O  15.21216  14.84393  17.00003
C  14.89089  13.55660  17.35784
O  13.81912  13.16460  17.66124
O  15.98861  12.82838  17.28012
H  18.82878  13.56201  15.76138
H  17.40159  12.91704  14.94981
H  18.20896  11.87006  16.20404
H  17.67227  13.57241  17.93938
H  16.75960  15.03681  15.55193
H  17.04325  15.73941  17.26178
C  20.06221  11.93574  18.51510
C  19.58629  10.56417  18.76832
C  20.63877  9.55086  18.31657
O  21.41699  9.36203  19.53360
C  20.77341  9.84246  20.58333
O  21.19872  9.78828  21.69259
O  19.57415  10.32912  20.23498
H  19.65849  12.71489  19.16535
H  19.99584  12.23103  17.45978
H  21.16304  11.93196  18.65444
H  18.59522  10.39619  18.36434
H  21.34760  9.94914  17.57168
H  20.20275  8.60016  18.06615
C  20.59035  16.32378  12.64454
C  19.61025  15.27067  13.10227
C  18.13774  15.76344  12.98919
O  17.41425  14.70487  12.36188
C  18.30371  14.01032  11.63853
O  17.99081  13.23680  10.77762
O  19.53226  14.25094  12.06660
H  21.61192  15.96381  12.71087
H  20.35264  17.19106  13.21198
H  20.27416  16.63169  11.64260
H  19.88693  14.84728  14.06220
H  18.01629  16.73470  12.38282
H  17.71170  15.94794  13.99768
C  11.22680  12.46546  14.60233
C  10.87592  12.28353  13.17462
C  10.55147  10.87674  12.57555
O  9.46880  11.11876  11.70233
C  8.91958  12.38068  11.98316
O  7.89895  12.82086  11.58852
O  9.65726  13.00878  12.91420
H  12.21766  12.09918  14.82089
H  10.59747  11.94446  15.33332
H  11.25228  13.50089  14.77075
H  11.69974  12.72136  12.65346
H  10.13973  10.16264  13.27033
H  11.38449  10.56614  11.94064
C  19.08076  18.24101  19.73370
C  20.02037  17.37938  18.92143
C  19.68011  15.84762  19.05606
O  19.64928  15.34136  17.68911
C  19.46972  16.41912  16.90395
O  19.25344  16.34168  15.68653
O  19.67299  17.55469  17.50406
H  19.18967  18.00704  20.77228
H  18.05656  18.06111  19.47244
H  19.15879  19.36885  19.54887
H  21.06675  17.66789  19.11754
H  18.68797  15.72405  19.55810
H  20.49708  15.38792  19.57720
C  14.60068  12.74203  10.16419
C  14.48168  11.71145  11.23170
C  15.84648  11.13297  11.69927
O  16.10897  12.00501  12.79648
C  14.97624  12.57620  13.29514
O  14.88345  13.11946  14.32594
O  13.97872  12.34046  12.44497
H  13.62563  13.20000  10.16884
H  14.76014  12.18377  9.25541
H  15.34383  13.57256  10.18390
H  13.77851  10.88764  10.98998
H  16.57822  11.18762  10.90526
H  15.60647  10.19474  12.17822
C  13.91888  9.68632  17.84949
C  13.97871  10.08540  16.39301
C  15.32405  9.79073  15.72856
O  14.89965  9.45264  14.36291
C  13.58873  9.09827  14.39531
O  12.99912  8.66068  13.43818
O  13.07743  9.21749  15.66094
H  14.56598  10.34428  18.40914
H  14.26861  8.63569  18.05917
H  12.97589  9.83370  18.33248
H  13.73442  11.14742  16.17610
H  15.93284  9.04859  16.30878
H  15.85418  10.75130  15.71992
C  11.74117  16.89765  17.42309
C  12.53161  16.45806  18.67055
C  13.98072  16.77241  18.71255
O  14.22752  17.42353  19.91212
C  13.01837  17.63435  20.57463
O  12.91289  18.24945  21.55426
O  12.02411  17.10835  19.86080
H  12.07190  16.38617  16.52999
H  11.94992  17.99934  17.30847
H  10.71213  16.68478  17.48544
H  12.27306  15.43908  18.88455
H  14.12845  17.51525  17.97655
H  14.53041  15.87251  18.67993